[1]
C55H44AsN5O6PSr as an isolated structure at a distorted geometry, computed with ωB97M-V/def2-TZVPD.

Structure (XYZ):
```
113
Properties=species:S:1:pos:R:3:forces:R:3
Sr -0.264 0.913 0.459 0.84 -1.98 -4.84
O -4.427 -3.081 2.461 -0.40 -0.83 -0.14
C -3.660 -3.768 1.605 -0.22 0.02 0.21
C -4.030 -5.070 1.257 -0.01 -0.06 -0.01
C -3.248 -5.816 0.394 -0.02 0.02 0.01
C -2.080 -5.282 -0.142 0.00 0.04 0.01
C -1.729 -3.982 0.183 -0.03 -0.01 -0.08
C -2.506 -3.206 1.039 0.25 0.00 0.00
C -2.135 -1.776 1.263 -0.12 0.35 -0.34
O -1.331 -1.247 0.425 -0.26 0.10 1.00
N -2.834 -1.198 2.241 0.53 0.27 0.18
N -2.804 0.173 2.434 -0.18 0.37 -0.48
C -1.669 0.765 2.516 0.40 1.50 -0.02
C -1.399 2.257 2.265 1.42 -0.42 0.21
C -2.295 3.285 1.940 -0.10 -0.37 0.43
C -1.888 4.364 1.195 -0.28 0.15 -0.05
C -0.598 4.390 0.579 0.54 0.13 -0.04
C 0.352 3.503 0.968 -0.77 -0.83 2.04
N 0.020 2.559 1.990 -0.33 0.62 0.80
H -3.965 -2.189 2.552 0.14 0.42 0.13
H -4.940 -5.470 1.686 0.00 -0.01 -0.01
H -3.554 -6.823 0.132 0.01 -0.01 0.02
H -1.464 -5.864 -0.815 -0.01 0.00 -0.01
H -0.842 -3.528 -0.241 0.01 0.03 0.00
H -0.745 0.150 2.544 -0.55 0.18 0.44
H -3.311 3.176 2.305 -0.10 0.13 -0.25
H -2.588 5.161 0.981 -0.03 -0.04 -0.03
H -0.322 5.137 -0.154 -0.25 0.00 -0.10
H 1.380 3.398 0.583 -0.62 0.31 0.21
O -2.666 2.054 -0.981 0.05 0.02 -0.16
C -2.367 1.248 -1.794 0.28 -0.34 0.06
C -2.888 0.969 -3.150 -0.17 0.11 0.02
C -3.455 2.011 -3.877 0.02 0.00 0.02
C -3.957 1.769 -5.143 0.01 -0.01 0.00
C -3.901 0.482 -5.665 -0.02 0.00 0.00
C -3.325 -0.550 -4.938 0.02 0.00 -0.02
C -2.786 -0.321 -3.674 0.07 -0.06 -0.09
P -1.956 -1.600 -2.626 -0.04 0.21 -0.01
C -2.500 -3.143 -3.456 0.01 -0.05 0.09
C -3.862 -3.450 -3.390 -0.01 -0.01 0.00
C -4.341 -4.670 -3.832 0.00 0.01 -0.01
C -3.463 -5.625 -4.332 0.00 0.00 0.01
C -2.108 -5.341 -4.384 0.00 0.00 0.00
C -1.629 -4.111 -3.948 0.01 0.00 -0.03
C -0.224 -1.447 -3.233 0.02 -0.07 -0.01
C 0.820 -1.429 -2.309 -0.12 0.08 -0.01
C 2.143 -1.441 -2.735 0.00 -0.04 0.02
C 2.437 -1.445 -4.088 0.01 -0.01 0.00
C 1.405 -1.421 -5.020 0.00 0.00 -0.01
C 0.089 -1.429 -4.594 -0.01 0.06 0.00
H -3.478 3.001 -3.440 -0.02 0.00 0.00
H -4.396 2.574 -5.718 0.00 0.00 0.00
H -4.304 0.280 -6.650 0.00 0.01 0.00
H -3.290 -1.546 -5.361 0.00 0.00 0.00
H -4.554 -2.728 -2.970 0.01 0.01 0.01
H -5.401 -4.886 -3.769 0.00 0.00 0.00
H -3.833 -6.587 -4.663 0.00 0.00 -0.01
H -1.411 -6.081 -4.758 0.00 0.00 0.00
H -0.565 -3.915 -3.984 -0.01 0.01 0.00
H 0.613 -1.370 -1.244 -0.12 -0.28 -0.08
H 2.938 -1.432 -2.000 0.01 0.05 -0.01
H 3.469 -1.449 -4.418 0.00 0.01 0.00
H 1.630 -1.402 -6.080 0.00 -0.01 0.00
H -0.711 -1.422 -5.325 0.00 0.00 0.00
C 1.591 2.257 -5.348 0.00 -0.01 -0.01
N 1.927 2.008 -3.961 0.00 0.06 0.02
C 3.232 1.833 -3.596 -0.02 -0.02 -0.02
C 3.598 1.656 -2.319 -0.10 0.00 -0.08
C 2.542 1.638 -1.309 0.13 0.16 -0.03
O 2.808 1.640 -0.098 -0.03 -0.10 -0.05
N 1.249 1.627 -1.734 -0.23 0.42 0.39
C 0.901 1.960 -2.990 0.06 -0.35 -0.10
O -0.257 2.190 -3.345 -0.01 -0.05 -0.02
H 2.015 1.476 -5.983 0.00 0.00 0.00
H 1.963 3.230 -5.678 -0.01 0.00 0.00
H 0.508 2.243 -5.432 0.00 -0.01 0.00
H 3.942 1.851 -4.415 0.01 0.02 0.01
H 4.628 1.524 -2.025 0.00 0.05 0.00
O 1.458 0.004 1.794 -0.25 0.85 0.80
As 1.740 1.156 3.004 0.63 -1.37 0.49
C 2.840 2.749 2.902 -0.11 0.13 -0.22
C 2.401 4.005 3.297 -0.01 0.02 -0.02
C 3.278 5.082 3.289 0.02 0.00 0.00
C 4.583 4.912 2.853 0.00 0.01 -0.01
C 5.015 3.661 2.434 0.00 -0.01 0.00
C 4.151 2.578 2.469 -0.01 0.00 0.00
C 0.551 1.090 4.542 -0.10 0.19 -0.02
C -0.003 2.191 5.176 -0.05 0.03 -0.02
C -0.781 2.020 6.315 -0.01 -0.02 0.01
C -1.028 0.748 6.806 0.01 0.00 -0.01
C -0.494 -0.358 6.158 -0.01 0.00 0.00
C 0.303 -0.186 5.039 -0.02 -0.03 -0.06
C 3.139 0.087 3.934 0.42 0.34 -0.21
C 3.631 0.476 5.177 -0.07 -0.02 0.06
C 4.722 -0.165 5.746 -0.03 0.00 0.00
C 5.349 -1.200 5.063 0.00 -0.01 -0.01
C 4.870 -1.592 3.822 0.01 -0.03 0.00
C 3.774 -0.949 3.257 -0.12 -0.05 0.07
H 1.370 4.162 3.578 0.00 -0.01 -0.03
H 2.931 6.056 3.609 0.00 0.00 -0.02
H 5.260 5.756 2.825 0.00 0.00 0.02
H 6.028 3.524 2.078 0.00 0.00 0.00
H 4.491 1.603 2.148 -0.01 0.00 -0.03
H 0.129 3.185 4.777 0.02 -0.02 -0.01
H -1.209 2.886 6.805 0.00 0.00 0.00
H -1.648 0.615 7.684 0.00 0.00 0.00
H -0.702 -1.357 6.519 0.00 0.00 0.00
H 0.716 -1.051 4.532 0.03 0.01 0.01
H 3.154 1.289 5.716 0.01 0.02 -0.02
H 5.088 0.147 6.717 0.00 0.00 0.00
H 6.208 -1.697 5.498 -0.01 -0.01 0.00
H 5.354 -2.399 3.286 0.00 0.00 0.00
H 3.390 -1.244 2.289 0.01 0.02 -0.02
```
Forces are in eV/Å.

Values from the calculation:
2S+1: 1
E, eV: -148448.580
ΔE to the lowest compared entry with this formula, charge and spin, kcal/mol: 106.1
Lowest unoccupied orbital energy (alpha / beta), eV: 2.4 / 2.3
E_HOMO (alpha / beta), hartree: -0.1830 / -0.1187
Charge: -1
Kohn-Sham gap (alpha / beta), Ha: 0.27100 / 0.20203

Results of the Mulliken charge analysis, in e, for atoms 1 through 5: number 1, Sr, carries 1.097; number 2, O, carries -0.757; number 3, C, carries 0.400; number 4, C, carries -0.702; number 5, C, carries -0.352

[2]
C55H44BrClMoN3O4S7SbSi as an isolated structure at a distorted geometry, computed with ωB97M-V/def2-TZVPD.

Structure (XYZ):
```
118
Properties=species:S:1:pos:R:3:forces:R:3
Mo -1.443 -0.282 1.651 -0.66 -0.87 -0.52
O -7.528 -3.837 2.623 0.15 0.05 0.00
C -6.464 -3.288 2.455 -0.11 -0.09 0.00
S -5.617 -2.378 3.714 0.03 0.03 -0.01
C -4.239 -1.865 2.750 -0.05 -0.09 -0.05
C -4.227 -2.315 1.481 -0.03 -0.07 -0.02
S -3.048 -1.796 0.284 0.16 0.13 0.05
S -5.565 -3.315 0.941 0.03 0.02 -0.03
S -3.099 -0.826 3.500 0.11 0.11 0.13
Br 0.027 0.025 -0.458 -0.04 0.00 0.02
O -0.643 -2.168 1.941 -0.03 0.73 0.28
Si 0.341 -3.410 2.006 -0.18 -0.25 -0.14
C 1.342 -3.636 0.427 0.12 0.00 0.06
C 2.715 -3.424 0.314 -0.06 -0.10 0.01
C 3.365 -3.545 -0.910 -0.02 -0.02 -0.03
C 2.648 -3.885 -2.047 -0.02 0.01 0.09
C 1.274 -4.090 -1.960 0.00 0.01 0.00
C 0.635 -3.964 -0.737 -0.04 -0.04 0.05
C 1.383 -3.455 3.581 0.20 0.13 -0.12
C 2.640 -4.062 3.679 -0.10 0.00 0.03
C 3.384 -3.994 4.850 -0.05 0.00 0.03
C 2.869 -3.342 5.963 -0.06 -0.01 -0.05
C 1.600 -2.782 5.904 0.05 -0.01 0.00
C 0.872 -2.833 4.723 -0.03 0.01 -0.02
C -0.739 -4.971 2.112 0.02 -0.10 -0.11
C -0.249 -6.225 1.732 -0.09 0.03 0.07
C -1.040 -7.366 1.811 -0.01 0.06 0.04
C -2.349 -7.271 2.274 0.03 0.06 -0.02
C -2.857 -6.034 2.655 0.05 -0.07 0.00
C -2.056 -4.900 2.574 0.02 0.08 0.04
H 3.291 -3.129 1.181 -0.04 0.01 -0.09
H 4.427 -3.340 -0.972 -0.03 0.00 0.01
H 3.152 -3.975 -3.003 0.00 0.02 0.00
H 0.704 -4.335 -2.849 0.00 0.01 0.02
H -0.439 -4.120 -0.677 0.05 0.02 -0.04
H 3.044 -4.600 2.829 0.04 0.08 0.00
H 4.371 -4.438 4.891 0.01 -0.02 -0.01
H 3.457 -3.266 6.870 0.00 -0.02 0.01
H 1.187 -2.284 6.774 -0.01 0.02 -0.03
H -0.113 -2.378 4.678 0.03 0.06 -0.01
H 0.769 -6.305 1.357 -0.07 -0.02 0.00
H -0.641 -8.328 1.509 0.00 0.01 -0.01
H -2.972 -8.157 2.329 0.01 0.02 0.01
H -3.878 -5.956 3.013 0.01 0.03 -0.02
H -2.457 -3.932 2.870 0.05 -0.11 -0.03
Cl -3.916 3.473 0.440 -0.04 -0.07 -0.05
C -2.228 3.875 0.643 0.21 0.00 0.01
C -1.786 5.019 -0.010 -0.04 -0.04 0.03
C -0.482 5.450 0.161 0.01 -0.02 -0.05
C 0.363 4.715 0.984 0.01 -0.09 0.01
C -0.086 3.562 1.603 0.09 -0.08 -0.04
C -1.399 3.089 1.457 -0.06 0.02 -0.07
C -1.862 1.906 2.227 -0.27 -0.10 -0.26
H -2.475 5.572 -0.637 0.00 -0.03 0.00
H -0.139 6.347 -0.340 0.01 -0.02 0.02
H 1.379 5.040 1.155 0.15 0.02 -0.04
H 0.594 2.994 2.233 -0.06 0.02 -0.05
H -2.945 1.948 2.312 -0.07 -0.06 0.09
H -1.450 1.993 3.227 -0.04 0.09 -0.03
N 5.013 5.279 -0.323 0.08 -0.14 -0.04
C 4.624 4.051 0.235 0.07 0.02 0.09
C 5.043 3.691 1.515 0.00 0.11 -0.03
C 4.732 2.440 2.030 -0.10 -0.03 -0.02
C 3.986 1.556 1.271 -0.04 -0.08 0.02
C 3.538 1.914 0.003 -0.01 -0.03 0.03
C 3.866 3.151 -0.514 -0.11 0.21 0.13
S 3.678 -0.112 1.796 -0.33 0.08 0.41
O 4.078 -0.906 0.666 -0.07 -0.08 -0.06
O 4.407 -0.325 3.032 -0.04 0.24 0.09
N 2.092 -0.225 1.974 -0.24 0.18 0.40
C 1.430 0.174 3.058 0.07 -0.26 -0.09
S 2.184 0.701 4.587 0.03 -0.09 -0.36
C 0.627 0.862 5.320 0.31 -0.01 0.14
C -0.329 0.513 4.455 -0.11 -0.04 -0.33
N 0.075 0.179 3.168 1.04 -0.07 0.24
H 5.236 5.996 0.345 -0.07 0.06 0.04
H 4.420 5.609 -1.067 -0.07 0.04 0.04
H 5.620 4.399 2.104 0.01 -0.06 -0.02
H 5.068 2.134 3.013 0.01 0.02 -0.02
H 2.941 1.200 -0.559 0.03 0.09 0.00
H 3.522 3.434 -1.506 0.08 0.25 0.46
H 0.516 1.156 6.352 -0.05 -0.04 -0.07
H -1.379 0.481 4.693 0.01 0.06 0.01
S -3.398 0.199 0.152 0.25 0.33 0.17
Sb -1.647 2.060 -2.741 0.02 0.13 -0.14
C 0.309 1.697 -3.589 -0.02 0.10 0.18
C 1.395 2.211 -2.875 -0.02 -0.04 -0.02
C 2.700 1.935 -3.263 0.02 -0.07 -0.24
C 2.935 1.139 -4.377 -0.10 -0.01 0.00
C 1.864 0.631 -5.101 0.04 0.04 0.03
C 0.557 0.911 -4.711 0.05 0.06 0.04
C -2.007 3.865 -3.925 0.04 0.02 0.10
C -3.298 4.392 -4.019 0.07 0.02 0.04
C -3.521 5.672 -4.514 0.03 0.00 -0.07
C -2.448 6.459 -4.914 0.04 -0.07 0.03
C -1.157 5.951 -4.830 -0.06 -0.02 0.01
C -0.942 4.667 -4.340 -0.10 -0.03 -0.05
C -2.647 0.676 -4.065 0.05 0.00 0.01
C -3.453 1.047 -5.140 0.05 -0.11 0.03
C -4.041 0.080 -5.950 0.02 -0.02 0.03
C -3.825 -1.268 -5.697 0.03 0.06 0.03
C -3.025 -1.649 -4.626 -0.03 0.00 -0.05
C -2.447 -0.684 -3.811 -0.02 0.03 0.05
H 1.213 2.806 -1.981 0.04 -0.08 -0.01
H 3.536 2.313 -2.682 -0.18 -0.34 -0.46
H 3.952 0.899 -4.668 -0.04 0.01 0.01
H 2.047 -0.001 -5.963 -0.03 0.02 0.01
H -0.268 0.499 -5.280 -0.01 -0.02 0.02
H -4.146 3.804 -3.677 0.01 0.04 0.01
H -4.530 6.062 -4.585 0.02 -0.03 0.04
H -2.614 7.467 -5.275 -0.01 -0.02 -0.03
H -0.316 6.561 -5.141 0.00 -0.02 0.01
H 0.071 4.283 -4.274 -0.02 0.04 -0.01
H -3.616 2.096 -5.357 0.01 -0.01 -0.04
H -4.664 0.379 -6.787 0.02 0.01 0.03
H -4.278 -2.021 -6.332 0.01 0.01 0.01
H -2.851 -2.702 -4.430 0.00 0.05 0.05
H -1.827 -0.988 -2.970 -0.03 -0.01 -0.04
```
Forces are in eV/Å.

Values from the calculation:
2S+1: 3
E, eV: -245099.941
Lowest unoccupied orbital energy (alpha / beta), eV: 3.8 / 3.8
E_HOMO (alpha / beta), hartree: -0.0995 / -0.1208
Charge: -2
<S²>: 2.033
Kohn-Sham gap (alpha / beta), Ha: 0.23832 / 0.25960

Results of the natural (NBO) charge analysis, in e, for atoms 1 through 5: number 1, Mo, carries 0.758; number 2, O, carries -0.601; number 3, C, carries 0.179; number 4, S, carries 0.332; number 5, C, carries -0.328